ORCA calculation (the ωB97M-V functional and the def2-TZVPD basis) on a cluster of 2 separate species, C2H2Cl2N2 in total.

The geometry in XYZ format:
```
8
Properties=species:S:1:pos:R:3:forces:R:3
C -1.178 -1.032 -0.071 0.04 0.88 0.24
C -0.774 0.286 0.033 -2.68 0.23 0.20
N -1.559 -2.117 -0.130 -0.20 -1.13 -0.15
N 1.336 0.373 -0.510 2.08 -0.36 0.22
Cl 1.914 1.811 0.151 0.22 -0.10 -0.14
Cl 1.973 -0.995 0.296 0.06 0.60 -0.38
H -1.028 0.946 -0.783 0.19 -0.01 -0.04
H -0.684 0.730 1.013 0.29 -0.11 0.05
```
Forces are in eV/Å.

Computed properties:
Lowest unoccupied orbital energy (alpha / beta) in eV: -0.2005 / -2.8776
Total energy in eV: -30125.567
2S+1: 3
HOMO (alpha / beta) in eV: -8.30 / -11.46
Orbital gap (alpha / beta) in eV: 8.1003 / 8.5841
Energy above the lowest of the compared OMol25 structures with the same formula, charge and spin in kJ/mol: 60.3

***

ORCA calculation (the ωB97M-V functional and the def2-TZVPD basis) on a cluster of 2 separate species, C2H2Cl2NOP in total.

The geometry in XYZ format:
```
9
Properties=species:S:1:pos:R:3:forces:R:3
Cl 1.953 1.700 0.406 0.15 0.22 -0.01
C 1.105 0.239 0.200 0.46 -0.85 -0.90
N 0.244 -0.168 1.158 -0.05 0.31 0.44
C -0.278 -1.287 0.806 0.07 -0.10 -0.28
O 0.110 -1.808 -0.359 -0.70 -0.66 0.35
P 1.212 -0.864 -1.138 0.50 1.08 0.54
H -1.006 -1.824 1.384 -0.10 -0.20 -0.01
Cl -1.373 1.556 -0.878 -0.37 0.36 -0.22
H -1.967 2.455 -1.578 0.03 -0.14 0.09
```
Forces are in eV/Å.

Computed properties:
Lowest unoccupied orbital energy in eV: 0.0570
SMILES: Clc1ncop1.Cl
Total energy in eV: -39977.399
HOMO in eV: -8.89
Orbital gap in eV: 8.9503
Energy above the lowest of the compared OMol25 structures with the same formula, charge and spin in kJ/mol: 129.6

***

ORCA calculation (the ωB97M-V functional and the def2-TZVPD basis) on a cluster of 2 separate species, C2H2Cl2O3 in total.

The geometry in XYZ format:
```
9
Properties=species:S:1:pos:R:3:forces:R:3
C 0.400 1.432 -0.063 0.60 -0.91 5.08
C -0.226 -0.841 0.127 1.03 3.71 2.21
O 0.785 2.249 0.749 -1.04 -1.77 -2.63
O -1.050 -0.916 1.185 0.07 -0.20 0.35
O -0.753 -0.838 -1.039 -1.67 -1.84 0.10
Cl 0.380 1.597 -1.775 0.29 1.12 -2.32
Cl 1.341 -1.536 0.370 0.38 -0.43 -0.07
H -0.647 -0.827 2.106 -0.15 -0.19 -2.21
H -0.231 -0.321 -1.661 0.49 0.52 -0.51
```
Forces are in eV/Å.

Computed properties:
Lowest unoccupied orbital energy (alpha / beta) in eV: 0.0512 / 0.0504
Total energy in eV: -33291.117
HOMO (alpha / beta) in eV: -8.25 / -8.25
Orbital gap (alpha / beta) in eV: 8.3003 / 8.2984
Energy above the lowest of the compared OMol25 structures with the same formula, charge and spin in kJ/mol: 265.8

***

ORCA calculation (the ωB97M-V functional and the def2-TZVPD basis) on the molecule C2H2Cl2S.

The geometry in XYZ format:
```
7
Properties=species:S:1:pos:R:3:forces:R:3
S -2.016 -0.869 0.008 -0.23 -0.73 -0.13
C -0.797 0.061 0.409 -0.01 2.46 -0.28
C 0.571 0.068 -0.324 -0.24 -1.96 3.85
Cl 1.655 1.387 0.078 -0.25 -0.39 0.11
Cl 1.256 -1.676 0.130 -0.15 1.86 -0.61
H -1.074 0.965 1.029 1.05 -1.02 -0.29
H 0.405 0.063 -1.330 -0.17 -0.22 -2.66
```
Forces are in eV/Å.

Computed properties:
Lowest unoccupied orbital energy in eV: -1.0608
SMILES: S=CC(Cl)Cl
Total energy in eV: -37985.115
HOMO in eV: -9.37
Orbital gap in eV: 8.3054
Energy above the lowest of the compared OMol25 structures with the same formula, charge and spin in kJ/mol: 75.1

***

ORCA calculation (the ωB97M-V functional and the def2-TZVPD basis) on a structure of composition C2H2Cl2S.

The geometry in XYZ format:
```
7
Properties=species:S:1:pos:R:3:forces:R:3
C -0.810 0.855 0.881 -0.36 -0.65 1.29
C 1.716 0.143 -0.455 -0.22 -0.18 -2.18
S -0.689 2.359 0.593 -0.75 1.14 -0.01
Cl 1.725 1.840 -0.642 1.20 -0.48 -0.21
Cl 2.569 -0.586 0.848 -0.25 0.26 -0.56
H -1.304 0.535 1.831 0.31 -0.43 -0.85
H 1.697 -0.326 -1.522 0.07 0.33 2.52
```
Forces are in eV/Å.

Computed properties:
Lowest unoccupied orbital energy (alpha / beta) in eV: -0.5723 / -0.5911
Total energy in eV: -37981.623
HOMO (alpha / beta) in eV: -8.45 / -7.94
Orbital gap (alpha / beta) in eV: 7.8733 / 7.3524
Energy above the lowest of the compared OMol25 structures with the same formula, charge and spin in kJ/mol: 412.1

***

ORCA calculation (the ωB97M-V functional and the def2-TZVPD basis) on a cluster of 2 separate species, C2H2Cl2S in total.

The geometry in XYZ format:
```
7
Properties=species:S:1:pos:R:3:forces:R:3
C 0.586 -1.056 0.445 -0.43 1.20 0.31
C -0.347 0.810 -0.316 0.04 -1.03 1.11
S 1.666 -1.713 -0.471 0.68 -0.21 -1.17
Cl -1.495 0.476 -1.544 0.22 -0.10 0.02
Cl -1.033 1.430 1.161 0.19 -0.12 -0.36
H 0.117 -1.338 1.363 -0.80 0.51 0.13
H 0.505 1.391 -0.639 0.10 -0.25 -0.04
```
Forces are in eV/Å.

Computed properties:
Lowest unoccupied orbital energy (alpha / beta) in eV: 0.2453 / -2.4762
Total energy in eV: -37981.671
2S+1: 3
HOMO (alpha / beta) in eV: -6.76 / -10.66
Orbital gap (alpha / beta) in eV: 7.0055 / 8.1789
Energy above the lowest of the compared OMol25 structures with the same formula, charge and spin in kJ/mol: 8.7

***

ORCA calculation (the ωB97M-V functional and the def2-TZVPD basis) on a cluster of 2 separate species, C2H2Cl3NO3 in total.

The geometry in XYZ format:
```
11
Properties=species:S:1:pos:R:3:forces:R:3
N 0.070 0.562 0.323 1.94 -0.43 -1.50
O 0.977 0.335 -0.374 -1.94 0.45 1.50
C -3.093 -4.337 2.325 -0.73 -0.66 0.42
C -2.901 -2.907 2.785 -0.05 -0.59 -0.04
O -2.092 -2.301 1.750 -0.38 0.94 1.69
O -1.831 -1.061 2.138 0.24 -0.29 -0.68
Cl -4.481 -2.075 2.938 0.96 -0.20 0.10
Cl -2.003 -2.974 4.378 -0.65 0.26 -1.17
Cl -3.891 -4.444 0.753 -0.13 0.07 -0.26
H -2.148 -4.847 2.225 0.39 0.08 0.12
H -3.724 -4.888 3.037 0.34 0.37 -0.15
```
Forces are in eV/Å.

Computed properties:
Lowest unoccupied orbital energy (alpha / beta) in eV: 0.3743 / -1.6680
Total energy in eV: -47299.796
HOMO (alpha / beta) in eV: -11.33 / -8.61
Orbital gap (alpha / beta) in eV: 11.7012 / 6.9381
Energy above the lowest of the compared OMol25 structures with the same formula, charge and spin in kJ/mol: 284.2

***

ORCA calculation (the ωB97M-V functional and the def2-TZVPD basis) on a cluster of 2 separate species, C2H2Cl3OP in total.

The geometry in XYZ format:
```
9
Properties=species:S:1:pos:R:3:forces:R:3
C -1.039 -0.155 -0.637 2.27 0.66 -2.50
C -1.560 0.089 0.510 -1.49 -0.06 2.43
O 2.540 -0.394 -1.546 -0.81 -0.11 0.16
P 1.681 -0.216 -0.367 -1.64 1.33 -1.29
Cl -3.461 0.255 0.708 2.57 -0.09 -0.31
Cl 1.936 1.648 0.445 -0.31 -0.20 -0.11
Cl 2.271 -1.348 1.126 -0.21 -0.79 0.81
H -1.369 -0.004 -1.728 0.72 -0.70 1.99
H -0.999 0.125 1.489 -1.10 -0.05 -1.19
```
Forces are in eV/Å.

Computed properties:
Lowest unoccupied orbital energy (alpha / beta) in eV: -2.4083 / -2.4051
Total energy in eV: -51008.237
HOMO (alpha / beta) in eV: -10.02 / -10.01
Orbital gap (alpha / beta) in eV: 7.6077 / 7.6095
Energy above the lowest of the compared OMol25 structures with the same formula, charge and spin in kJ/mol: 314.7

***

ORCA calculation (the ωB97M-V functional and the def2-TZVPD basis) on the molecule C2H2Cl3P.

The geometry in XYZ format:
```
8
Properties=species:S:1:pos:R:3:forces:R:3
Cl 1.645 1.448 0.962 -0.09 -0.63 -0.51
C 1.112 -0.055 -0.001 2.10 -0.76 1.65
C -0.314 0.004 -0.228 -2.80 -0.61 0.96
Cl -0.958 1.384 -1.021 0.29 0.04 -0.41
P -1.339 -1.153 0.503 2.07 0.10 -0.16
Cl -3.199 -0.692 -0.003 -0.84 0.37 -0.32
H 1.645 0.003 -0.989 -0.09 -0.37 1.27
H 1.409 -0.940 0.776 -0.64 1.87 -2.49
```
Forces are in eV/Å.

Computed properties:
Lowest unoccupied orbital energy in eV: -0.6566
SMILES: ClC/C(Cl)=P/Cl
Total energy in eV: -48961.949
HOMO in eV: -9.31
Orbital gap in eV: 8.6486
Energy above the lowest of the compared OMol25 structures with the same formula, charge and spin in kJ/mol: 122.4

***

ORCA calculation (the ωB97M-V functional and the def2-TZVPD basis) on a cluster of 2 separate species, C2H2Cl6 in total.

The geometry in XYZ format:
```
10
Properties=species:S:1:pos:R:3:forces:R:3
Cl 1.966 1.473 -2.475 -0.07 -0.13 0.24
C 1.044 1.726 -0.986 0.49 0.02 0.28
Cl 0.973 3.438 -0.598 -0.28 0.21 -0.16
Cl 1.821 0.921 0.428 -0.43 -0.15 -0.67
H 0.042 1.334 -1.158 0.30 0.05 0.33
Cl -0.395 -3.240 0.508 0.31 -0.21 -0.07
C -1.113 -1.726 1.005 0.62 0.31 0.54
Cl -2.426 -2.049 2.126 -0.43 0.21 -0.17
Cl -1.510 -0.764 -0.407 -0.60 0.10 -0.20
H -0.402 -1.111 1.557 0.09 -0.41 -0.13
```
Forces are in eV/Å.

Computed properties:
Lowest unoccupied orbital energy in eV: 0.4697
SMILES: ClC(Cl)Cl.ClC(Cl)Cl
Total energy in eV: -77240.699
HOMO in eV: -11.19
Orbital gap in eV: 11.6633
Energy above the lowest of the compared OMol25 structures with the same formula, charge and spin in kJ/mol: 13.0

***

ORCA calculation (the ωB97M-V functional and the def2-TZVPD basis) on a cluster of 2 separate species, C2H2Cl6Si in total.

The geometry in XYZ format:
```
11
Properties=species:S:1:pos:R:3:forces:R:3
C 1.139 0.686 -1.439 0.57 0.40 0.06
C -0.981 -1.131 -3.719 -0.40 -1.01 -0.21
Si -0.028 0.556 0.060 1.28 -1.09 -0.21
Cl 2.690 -0.061 -1.460 -0.25 -0.14 0.26
Cl 0.856 1.615 -2.867 0.14 0.17 1.04
Cl -0.486 -0.130 -4.976 -0.37 0.54 -0.75
Cl 0.049 -2.495 -3.573 0.17 -0.23 0.53
Cl -2.670 -1.533 -3.628 0.39 0.41 0.12
Cl -1.369 1.894 -0.429 -2.12 1.25 -0.78
H 0.092 1.008 1.486 0.94 -0.49 -0.40
H -0.295 -0.900 -0.060 -0.35 0.20 0.36
```
Forces are in eV/Å.

Computed properties:
Lowest unoccupied orbital energy (alpha / beta) in eV: -0.8627 / -1.1569
Total energy in eV: -85116.041
HOMO (alpha / beta) in eV: -8.95 / -8.41
Orbital gap (alpha / beta) in eV: 8.0870 / 7.2484
Energy above the lowest of the compared OMol25 structures with the same formula, charge and spin in kJ/mol: 399.5

***

ORCA calculation (the ωB97M-V functional and the def2-TZVPD basis) on a cluster of 2 separate species, C2H2ClF in total.

The geometry in XYZ format:
```
6
Properties=species:S:1:pos:R:3:forces:R:3
C -0.689 0.555 0.207 -1.05 0.47 -0.03
C -0.114 -0.464 -0.315 0.80 0.69 0.76
F 2.462 -0.356 0.392 0.33 0.08 0.12
Cl 0.246 -1.753 -1.156 -0.05 -1.56 -1.11
H -1.732 0.782 0.009 -0.26 0.17 0.00
H -0.172 1.237 0.863 0.22 0.16 0.25
```
Forces are in eV/Å.

Computed properties:
Lowest unoccupied orbital energy (alpha / beta) in eV: 0.8657 / -4.2263
Total energy in eV: -17339.613
2S+1: 3
HOMO (alpha / beta) in eV: -7.47 / -9.76
Orbital gap (alpha / beta) in eV: 8.3358 / 5.5290
Energy above the lowest of the compared OMol25 structures with the same formula, charge and spin in kJ/mol: 33.1